# C19H22BrN3O2

A single C19H22BrN3O2 molecule (ωB97M-V/def2-TZVPD, OMol25).

The value obtained for the energy above the lowest of the compared OMol25 structures with the same formula, charge and spin is 0.0 kcal/mol. The total energy is -98668.20887 eV. Its SMILES is CCc1ccc(OCC(=O)N2CCN(c3ccccn3)CC2)c(Br)c1. The calculation puts the gap between HOMO and LUMO at 8.540 eV. For the HOMO energy, the calculation gives -8.00 eV. As for the maximum force: 0.46 eV/Å.

Geometry as XYZ:
```
47
Properties=species:S:1:pos:R:3:mulliken_charge:R:1
C -2.72 4.60 0.31 -1.082
C -2.22 4.93 -1.10 -0.984
C -1.35 3.82 -1.62 0.614
C -1.89 2.75 -2.32 -0.982
C -1.10 1.70 -2.77 -0.583
C 0.26 1.70 -2.52 1.002
O 1.15 0.75 -2.91 -0.465
C 0.66 -0.44 -3.48 -0.911
C -0.26 -1.25 -2.56 0.732
O -1.30 -1.71 -2.98 -0.685
N 0.13 -1.41 -1.28 0.315
C 1.36 -0.93 -0.69 -0.888
C 1.82 -1.87 0.42 -0.957
N 0.81 -1.96 1.46 0.201
C 1.03 -2.64 2.62 0.777
C 2.28 -3.18 2.96 -0.538
C 2.42 -3.82 4.17 -0.532
C 1.32 -3.92 5.02 -0.487
C 0.13 -3.37 4.59 -0.415
N -0.02 -2.76 3.43 -0.338
C -0.53 -1.62 1.05 -0.697
C -0.78 -2.10 -0.37 -0.857
C 0.80 2.77 -1.80 -0.163
Br 2.66 2.73 -1.42 -0.151
C 0.02 3.82 -1.36 -0.314
H -1.88 4.48 0.99 0.323
H -3.35 5.40 0.68 0.363
H -3.29 3.68 0.30 0.325
H -1.65 5.86 -1.07 0.358
H -3.08 5.06 -1.76 0.358
H -2.95 2.73 -2.53 0.378
H -1.56 0.89 -3.31 0.409
H 1.55 -1.03 -3.72 0.414
H 0.12 -0.25 -4.41 0.396
H 1.22 0.07 -0.26 0.141
H 2.15 -0.87 -1.44 0.557
H 2.03 -2.87 -0.01 0.382
H 2.75 -1.47 0.84 0.633
H 3.12 -3.10 2.29 0.307
H 3.37 -4.24 4.46 0.399
H 1.40 -4.42 5.98 0.367
H -0.77 -3.43 5.20 0.392
H -0.69 -0.54 1.12 0.157
H -1.22 -2.11 1.75 0.505
H -0.62 -3.18 -0.44 0.257
H -1.80 -1.89 -0.70 0.547
H 0.47 4.63 -0.81 0.418
```

***

# C10H16

2 unconnected molecules or ions with the total composition C10H16 in a non-equilibrium geometry (ωB97M-V/def2-TZVPD, OMol25).

The value obtained for the energy above the lowest of the compared OMol25 structures with the same formula, charge and spin is 56.1 kcal/mol. The total energy is -10627.31213 eV. Its SMILES is Cc1ccccc1.CCC. The calculation puts the gap between HOMO and LUMO at 10.069 eV. For the HOMO energy, the calculation gives -9.12 eV. As for the maximum force: 5.06 eV/Å.

Geometry as XYZ:
```
26
Properties=species:S:1:pos:R:3:mulliken_charge:R:1
C -1.66 2.09 1.03 -1.302
C -0.24 1.69 1.06 0.594
C 0.51 1.71 -0.12 -0.623
C 1.87 1.38 -0.02 -0.517
C 2.39 0.99 1.16 -0.141
C 1.69 0.88 2.29 -0.492
C 0.29 1.16 2.21 -0.452
H -2.04 2.88 1.69 0.359
H -2.36 1.21 0.73 0.238
H -1.92 2.47 -0.02 0.328
H 0.04 2.19 -0.92 0.446
H 2.36 1.31 -0.95 0.390
H 3.41 0.43 1.17 0.218
H 2.12 0.41 3.13 0.407
H -0.27 0.90 2.99 0.554
C 0.65 -2.44 -1.12 -1.212
C -0.38 -1.32 -1.35 0.275
C -1.75 -1.96 -1.79 -1.318
H 1.52 -2.23 -0.59 0.411
H 0.60 -2.97 -2.10 0.298
H 0.14 -3.20 -0.43 0.265
H -0.70 -0.92 -0.36 -0.104
H 0.08 -0.44 -1.85 0.342
H -2.05 -2.92 -1.45 0.348
H -2.54 -1.32 -1.49 0.384
H -1.78 -1.97 -2.92 0.305
```

***

# C3H7NO

2 unconnected molecules or ions with the total composition C3H7NO (ωB97M-V/def2-TZVPD, OMol25).

The value obtained for the energy above the lowest of the compared OMol25 structures with the same formula, charge and spin is 82.9 kcal/mol. The total energy is -6759.15558 eV. Its SMILES is O=C[C@H]1CN1.[H][H]. The calculation puts the gap between HOMO and LUMO at 10.691 eV. For the HOMO energy, the calculation gives -9.91 eV. As for the maximum force: 0.76 eV/Å.

Geometry as XYZ:
```
12
Properties=species:S:1:pos:R:3:mulliken_charge:R:1
O 2.04 0.60 -0.08 -0.447
C 1.30 -0.15 -0.66 -0.384
C -0.20 -0.04 -0.73 0.254
C -1.23 -0.13 0.36 -0.321
N -0.80 1.15 -0.15 -0.455
H 1.72 -0.97 -1.27 0.323
H -0.56 -0.41 -1.69 0.344
H -0.96 -0.35 1.39 0.207
H -2.20 -0.52 0.05 0.250
H -1.48 1.56 -0.78 0.234
H 1.35 -0.05 1.66 -0.038
H 1.03 -0.69 1.89 0.032
```

***

# C34H58IrN2Sb3Si3

A molecular structure, C34H58IrN2Sb3Si3 in a non-equilibrium geometry (ωB97M-V/def2-TZVPD, OMol25).

The value obtained for the energy above the lowest of the compared OMol25 structures with the same formula, charge and spin is 29.2 kcal/mol. The total energy is -85237.46897 eV. The calculation puts the gap between HOMO and LUMO (alpha / beta) at 4.131 / 4.283 eV. The spin multiplicity is 2. The charge is +3. For the HOMO energy (alpha / beta), the calculation gives -14.75 / -14.90 eV. As for the maximum force: 3.81 eV/Å.

Geometry as XYZ:
```
101
Properties=species:S:1:pos:R:3:mulliken_charge:R:1
Ir -0.92 -0.18 0.92 0.972
C 4.88 1.28 -1.48 -1.362
Sb 3.77 0.70 0.29 0.633
C 5.18 -0.84 0.85 -1.424
C 4.59 2.26 1.69 -1.663
C 4.76 3.43 0.85 0.568
C 5.99 3.70 0.26 -0.824
C 6.15 4.71 -0.66 -0.427
C 5.05 5.46 -1.07 -0.893
C 3.81 5.23 -0.50 -0.468
C 3.64 4.26 0.52 1.462
C 2.42 4.21 1.22 -1.864
Sb 0.34 2.50 0.72 0.452
C -0.36 3.85 2.33 -1.308
C 0.91 3.13 -1.31 -1.445
H 5.94 1.27 -1.22 0.417
H 4.60 2.28 -1.80 0.322
H 4.70 0.58 -2.28 0.563
H 6.18 -0.44 0.71 0.519
H 5.05 -1.71 0.21 0.401
H 5.05 -1.13 1.89 0.435
H 5.52 1.85 2.04 0.698
H 3.87 2.35 2.48 0.462
H 6.84 3.10 0.55 0.524
H 7.12 4.90 -1.10 0.465
H 5.16 6.24 -1.81 0.469
H 2.97 5.84 -0.80 0.435
H 1.75 5.04 1.03 0.759
H 2.46 3.90 2.25 0.705
H -0.45 4.87 1.97 0.460
H 0.32 3.82 3.17 0.505
H -1.34 3.50 2.65 0.223
H 1.05 4.21 -1.36 0.519
H 0.15 2.82 -2.02 0.646
H 1.86 2.64 -1.55 0.311
C -3.90 -1.00 -1.62 -1.183
Sb -1.73 -0.92 -1.43 -0.042
C -2.38 1.09 1.37 0.546
C -2.75 2.29 0.76 0.338
C -4.05 2.85 0.83 -0.855
C -4.34 4.03 0.19 -0.685
C -3.32 4.69 -0.51 -1.095
C -2.07 4.12 -0.53 -0.129
N -1.79 2.96 0.06 0.381
Si -3.36 0.47 2.94 0.382
C -2.12 -0.83 3.62 -1.187
C -5.01 -0.33 2.39 -1.120
C -3.47 1.93 4.16 -1.212
C -0.87 -2.94 -1.33 1.341
C 0.19 -2.91 -0.32 -1.423
C 1.05 -4.01 -0.18 -0.752
C 2.01 -4.03 0.81 -1.107
C 2.13 -2.93 1.66 -1.229
C 1.29 -1.87 1.46 -0.325
N 0.33 -1.85 0.51 0.363
Si -0.09 -3.23 -3.13 0.423
C -1.33 -2.53 -4.39 -1.203
C 0.30 -5.05 -3.50 -1.075
C 1.46 -2.10 -3.09 -1.102
Si -2.26 -4.24 -0.77 0.214
C -2.97 -3.50 0.85 -0.541
C -3.48 -4.47 -2.20 -1.059
C -1.50 -5.93 -0.33 -1.177
H -4.29 -0.11 -1.14 0.320
H -4.29 -1.89 -1.15 0.346
H -4.16 -0.98 -2.67 0.506
H -4.82 2.33 1.38 0.424
H -5.33 4.45 0.24 0.546
H -3.50 5.63 -1.01 0.503
H -1.24 4.61 -1.02 0.374
H -1.75 -1.51 2.85 0.156
H -2.59 -1.45 4.38 0.464
H -1.27 -0.35 4.10 0.274
H -5.01 -0.63 1.35 0.281
H -5.84 0.34 2.55 0.448
H -5.21 -1.22 2.99 0.502
H -2.50 2.19 4.56 0.326
H -4.09 1.65 5.00 0.435
H -3.90 2.82 3.72 0.412
H 0.94 -4.85 -0.84 0.651
H 2.64 -4.89 0.93 0.563
H 2.86 -2.91 2.45 0.670
H 1.35 -0.99 2.09 0.683
H -2.34 -2.88 -4.23 0.388
H -1.04 -2.84 -5.39 0.470
H -1.34 -1.44 -4.39 0.342
H -0.53 -5.70 -3.27 0.311
H 1.18 -5.42 -2.98 0.375
H 0.50 -5.15 -4.56 0.509
H 1.20 -1.09 -2.79 0.213
H 1.90 -2.04 -4.08 0.575
H 2.22 -2.47 -2.42 0.290
H -3.06 -2.41 0.84 -0.342
H -2.35 -3.78 1.69 0.379
H -3.96 -3.91 1.04 0.611
H -3.84 -3.55 -2.65 0.297
H -4.35 -5.01 -1.84 0.461
H -3.04 -5.08 -2.98 0.339
H -0.86 -5.90 0.55 0.381
H -0.95 -6.38 -1.14 0.323
H -2.33 -6.60 -0.10 0.459
```

***

# C21H26CuN2O5

A molecular structure, C21H26CuN2O5 in a non-equilibrium geometry (ωB97M-V/def2-TZVPD, OMol25).

The total energy is -80027.60557 eV. The calculation puts the gap between HOMO and LUMO (alpha / beta) at 5.613 / 3.503 eV. The spin multiplicity is 2. The charge is +2. For the HOMO energy (alpha / beta), the calculation gives -14.16 / -14.16 eV. As for the maximum force: 5.35 eV/Å.

Geometry as XYZ:
```
55
Properties=species:S:1:pos:R:3:mulliken_charge:R:1
C -2.70 -2.13 4.94 -0.823
C -3.12 -2.76 3.50 0.661
O -4.29 -2.46 3.11 -0.534
O -2.28 -3.62 2.74 -0.342
C -2.12 -3.17 1.37 -0.714
C -0.65 -2.53 1.25 -0.207
C -0.59 -1.32 0.14 -0.362
C 0.75 -1.42 -0.71 0.793
C 2.07 -1.19 -0.18 0.279
C 2.31 -0.76 1.34 -0.550
C 2.66 0.82 1.34 -0.194
C 1.56 1.73 2.11 -1.110
N 0.29 1.91 1.36 -0.050
C 0.15 3.28 0.77 -0.866
C -0.60 3.18 -0.67 0.697
C -1.65 2.05 -0.99 -0.227
C -2.40 1.96 -2.38 -0.417
C -2.14 3.01 -3.52 -0.392
C -1.10 4.12 -3.22 -0.365
C -0.33 4.23 -1.85 0.163
O 0.62 5.26 -1.56 -0.436
C 3.40 -1.35 -1.08 0.574
O 4.54 -0.97 -0.72 -0.501
C 3.24 -2.06 -2.51 -0.736
C 1.94 -2.25 -3.08 0.573
N 1.68 -2.85 -4.40 -0.555
C 0.63 -1.80 -2.25 -0.571
O -0.51 -1.70 -2.81 -0.602
H -1.58 -1.91 5.01 0.251
H -3.00 -2.89 5.76 0.281
H -3.28 -1.17 5.16 0.312
H -2.90 -2.42 1.01 0.379
H -2.13 -4.12 0.71 0.266
H 0.18 -3.31 1.04 0.398
H -0.39 -2.05 2.26 0.016
H -0.72 -0.35 0.73 -0.308
H -1.55 -1.43 -0.51 0.601
H 1.47 -1.06 2.05 0.066
H 3.27 -1.30 1.72 0.553
H 3.71 1.02 1.78 0.323
H 2.64 1.17 0.24 0.138
H 2.03 2.71 2.45 0.395
H 1.29 1.15 3.08 0.363
H -0.54 1.65 1.91 0.339
H 1.11 3.88 0.73 0.447
H -0.58 3.88 1.45 0.372
H -1.93 1.27 -0.20 0.222
H -3.19 1.14 -2.59 0.411
H -2.70 2.97 -4.52 0.405
H -0.88 4.94 -4.00 0.424
H 0.10 6.03 -1.19 0.401
H 4.15 -2.43 -3.13 0.356
H 0.80 -2.47 -4.81 0.294
H 2.42 -2.58 -5.07 0.312
Cu 0.84 0.47 -3.11 0.796
```